1.
96
Properties=species:S:1:pos:R:3:forces:R:3:lowdin_spin:R:1 method="wB97M-V/def2-TZVPD" total_charge=+1 orbital_gap_ev="7.33 / 6.81" spin_multiplicity=2 homo_energy_ev="-9.986 / -9.426" relative_energy_kj_mol=64.3
V -0.3266 1.4619 -0.0748 -1.1 2.4 -0.5 0.91
C -1.1487 2.4727 4.6312 0.1 0.1 0.0 0.00
C -0.3579 2.5897 3.3230 -0.2 0.0 -0.1 0.00
C -1.2598 3.1937 2.2460 0.2 -0.3 0.3 0.00
C 0.1724 1.2415 2.9210 0.2 -0.3 0.3 0.01
C 0.6675 0.2618 3.7778 -0.1 0.1 -0.1 0.00
C 0.9361 -0.8480 2.9917 0.1 0.3 0.2 0.01
C 1.3255 -2.1694 3.5954 -0.1 -0.2 -0.2 0.00
C 2.3912 -2.9757 2.8638 0.0 0.1 0.0 0.00
C 0.0505 -2.9900 3.8444 0.1 0.1 0.1 0.00
N 0.6594 -0.5128 1.7104 0.1 -0.4 0.2 0.00
N 0.1931 0.7645 1.6691 0.5 -0.1 1.4 -0.01
B 0.3709 -1.3849 0.4499 -0.1 0.2 0.0 0.00
N -1.1766 -1.2671 0.2020 0.1 -0.4 0.0 0.00
N -1.7041 -0.0101 0.0649 -1.3 -0.7 0.1 0.00
C -3.0304 -0.1384 -0.0333 -0.1 -0.4 0.0 0.01
C -3.3590 -1.4930 0.0202 0.1 0.1 0.0 0.00
C -2.1684 -2.1878 0.1623 -0.3 0.1 0.0 0.02
C -2.1304 -3.7018 0.2271 0.2 -0.1 -0.1 0.00
C -0.7714 -4.3979 0.2679 -0.1 0.0 0.1 0.00
C -2.9194 -4.2663 -0.9678 0.0 0.0 0.1 0.00
C -4.0584 0.9551 -0.1509 0.0 0.2 0.1 0.00
C -4.9319 0.9646 1.1127 0.0 0.0 -0.1 0.00
C -3.5258 2.3591 -0.4165 0.0 -0.2 0.0 0.00
N 1.0601 -0.8262 -0.8494 0.2 -0.5 0.0 0.00
N 0.4412 0.2609 -1.3840 0.8 -0.6 -1.3 -0.01
C 0.7796 0.3455 -2.6737 0.3 -0.5 -0.1 0.01
C 1.6622 -0.6872 -2.9726 0.0 0.2 0.1 0.00
C 1.8227 -1.4158 -1.8024 0.0 0.1 -0.3 0.01
C 2.7137 -2.6318 -1.7659 -0.1 -0.2 0.2 0.00
C 2.0847 -3.7534 -2.6075 0.1 0.1 0.0 0.00
C 3.1159 -3.1444 -0.3908 0.0 0.1 -0.1 0.00
C 0.1769 1.3194 -3.6408 -0.2 0.0 0.0 0.00
C -0.4250 0.5641 -4.8330 0.0 0.1 0.0 0.00
C -0.9121 2.1544 -2.9698 0.1 -0.3 0.0 0.00
H -1.6116 3.4300 4.8734 0.0 0.0 0.0 0.00
H -0.5069 2.1939 5.4657 0.0 0.0 0.0 0.00
H -1.9325 1.7202 4.5343 0.0 0.0 0.0 0.00
H 0.4849 3.2630 3.5127 0.0 0.0 -0.1 0.00
H -2.2195 2.6781 2.2697 0.0 0.0 -0.1 0.00
H -0.8236 3.1167 1.2404 0.0 0.3 -0.1 0.00
H -1.4350 4.2521 2.4309 0.0 0.0 -0.1 0.00
H 0.7801 0.3263 4.8469 0.0 0.0 0.0 0.00
H 1.7375 -1.9103 4.5730 0.0 0.1 0.0 0.00
H 1.9806 -3.4896 1.9991 0.0 0.0 0.1 0.00
H 2.8013 -3.7282 3.5374 0.0 0.0 0.0 0.00
H 3.2081 -2.3328 2.5345 0.0 -0.1 0.0 0.00
H -0.4739 -3.1847 2.9082 0.0 0.0 0.0 0.00
H -0.6268 -2.4449 4.5025 0.0 0.0 0.0 0.00
H 0.2930 -3.9450 4.3126 0.0 0.0 0.0 0.00
H 0.7072 -2.4926 0.6444 0.0 0.1 0.0 0.00
H -4.3478 -1.9150 -0.0355 0.0 0.0 0.0 0.00
H -2.6718 -3.9742 1.1386 0.0 0.0 0.0 0.00
H -0.1789 -4.1302 -0.6063 0.0 0.0 0.0 0.00
H -0.9317 -5.4758 0.2513 0.0 0.0 0.0 0.00
H -0.2069 -4.1642 1.1668 0.0 -0.1 -0.1 0.00
H -2.4365 -3.9798 -1.9042 0.0 0.0 0.0 0.00
H -3.9477 -3.9128 -0.9884 0.0 0.0 0.0 0.00
H -2.9406 -5.3547 -0.9119 0.0 0.0 0.0 0.00
H -4.6982 0.6800 -0.9943 0.0 0.0 0.0 0.00
H -4.3220 1.1582 1.9981 0.0 0.0 0.0 0.00
H -5.4359 0.0098 1.2550 0.0 0.0 0.0 0.00
H -5.6898 1.7452 1.0386 0.0 0.0 0.0 0.00
H -2.9338 2.7261 0.4195 0.0 0.0 0.0 0.00
H -4.3635 3.0460 -0.5376 0.0 0.0 0.0 0.00
H -2.9392 2.4127 -1.3295 0.1 0.0 -0.1 0.00
H 2.1425 -0.8819 -3.9174 0.0 0.0 0.0 0.00
H 3.6255 -2.3168 -2.2800 0.0 0.1 0.0 0.00
H 1.1408 -4.0787 -2.1701 0.0 0.0 0.0 0.00
H 2.7535 -4.6143 -2.6487 0.0 0.0 0.0 0.00
H 1.8920 -3.4173 -3.6254 0.0 0.0 0.0 0.00
H 2.3195 -3.7459 0.0444 0.0 0.0 0.0 0.00
H 3.3523 -2.3205 0.2813 0.0 -0.1 0.0 0.00
H 3.9962 -3.7809 -0.4809 0.0 0.0 0.0 0.00
H 0.9640 1.9670 -4.0434 0.0 0.0 0.1 0.00
H -1.1769 -0.1487 -4.4913 0.0 0.0 0.0 0.00
H 0.3351 0.0148 -5.3868 0.0 0.0 0.0 0.00
H -0.8976 1.2717 -5.5157 0.0 0.0 0.0 0.00
H -1.7658 1.5056 -2.7712 0.0 0.1 0.0 0.00
H -1.2384 2.9686 -3.6156 -0.1 0.1 0.1 0.00
H -0.5738 2.6096 -2.0247 -0.2 0.1 -0.1 0.00
N 2.8098 4.2887 -3.9927 0.0 -0.1 -0.1 0.00
C 3.6040 4.3717 -2.8935 -0.1 0.2 0.0 0.00
O 4.7569 4.7387 -2.9417 0.0 -0.1 0.0 0.00
C 2.9901 3.9762 -1.5743 0.1 0.0 0.1 0.00
C 3.6787 4.3376 -0.4209 -0.1 0.0 0.0 0.00
C 3.1694 3.9424 0.8008 0.1 0.0 -0.1 0.00
C 2.0120 3.1872 0.8304 0.1 0.0 0.0 0.00
N 1.3317 2.8247 -0.2682 0.5 0.5 0.1 0.01
C 1.8359 3.2262 -1.4452 0.1 0.1 -0.2 0.00
H 3.2082 4.5885 -4.8669 0.0 0.0 0.0 0.00
H 1.8117 4.2109 -3.9364 0.0 0.0 0.0 0.00
H 4.5955 4.9035 -0.5176 0.0 0.0 0.0 0.00
H 3.6665 4.1953 1.7265 0.0 0.0 0.0 0.00
H 1.6308 2.8370 1.7754 -0.1 0.0 0.0 0.00
H 1.2936 2.9092 -2.3235 0.2 0.0 0.1 0.00


2.
98
Properties=species:S:1:pos:R:3:forces:R:3:mulliken_charge:R:1 method="wB97M-V/def2-TZVPD" orbital_gap_ev=6.62 spin_multiplicity=1 homo_energy_ev=-8.213
C -3.1202 -1.3573 -2.8802 0.3 0.2 -0.2 -1.44
C -1.7482 -0.6553 -2.8157 -0.7 -0.4 -0.1 -0.45
C -1.3642 -0.2979 -1.3789 0.1 -0.3 -0.4 -0.28
O -1.0397 1.0858 -1.1800 0.0 -0.1 0.3 -0.57
C -1.9937 1.8564 -0.5864 -0.3 0.1 -0.2 0.00
C -2.3263 1.6683 0.7673 -0.1 -0.5 0.1 -0.64
C -1.5457 0.6399 1.5794 0.7 0.5 0.1 -0.28
C -0.3608 1.3508 2.2321 0.2 0.0 -0.1 0.16
C 0.7636 1.5911 1.4374 0.2 0.2 0.2 -0.08
C 1.8702 2.2650 1.9438 -0.2 0.0 0.2 -0.94
C 1.8671 2.7200 3.2561 -0.3 -0.2 0.1 -0.57
C 0.7643 2.4663 4.0636 0.1 0.1 -0.4 -0.87
C -0.3428 1.7903 3.5510 0.2 0.1 0.3 -0.22
C -3.3309 2.4426 1.3581 -0.4 0.5 -0.4 1.95
P -3.7729 2.0480 3.1292 0.6 -1.0 0.1 0.29
N -5.4141 1.5558 3.0313 0.1 0.5 -0.1 -0.65
O -3.8727 3.5394 3.8114 0.0 -0.1 -0.2 -0.45
C -3.9699 3.4697 0.6223 -0.2 -0.1 -0.3 0.21
C -5.0266 4.3311 1.2928 0.8 0.3 -0.1 -1.85
P -4.3464 5.9492 1.8938 -1.1 0.2 1.4 0.93
O -4.7831 6.2229 3.2665 -0.1 -0.2 0.1 -0.73
O -4.8347 7.1029 0.9038 0.6 -0.4 -0.3 -0.53
O -2.7631 5.9443 1.7398 0.0 0.0 -0.8 -0.52
C -3.5869 3.6936 -0.7189 0.0 -0.3 0.6 0.26
C -2.6099 2.8778 -1.3201 0.0 0.1 0.2 -0.17
C -2.2110 3.1257 -2.7440 0.1 0.1 0.1 1.05
O -1.5435 2.3740 -3.3904 0.6 -0.7 -0.5 -0.55
C -2.6489 4.3869 -3.3817 -0.3 0.6 0.2 -0.39
Br -1.8940 4.8794 -5.0266 0.0 -0.2 0.1 -0.10
C -3.5652 5.1520 -2.8085 0.5 0.0 -0.4 -0.53
C -4.1981 4.7780 -1.5437 0.3 -0.1 0.1 0.60
O -5.1867 5.3940 -1.2283 -0.8 0.3 0.2 -0.66
H -3.7978 -0.9508 -2.1338 -0.1 0.0 0.1 0.39
H -3.0266 -2.4310 -2.7401 -0.1 -0.1 0.2 0.27
H -3.5733 -1.1918 -3.8545 -0.1 -0.1 -0.1 0.42
H -1.0120 -1.3290 -3.2451 0.2 0.0 0.0 0.41
H -1.7913 0.2146 -3.4553 0.2 0.3 0.2 0.24
H -0.4972 -0.8865 -1.0868 0.3 0.2 0.1 0.24
H -2.1679 -0.6052 -0.7156 -0.2 0.2 0.2 0.42
H -1.0909 -0.1123 0.9529 -0.2 -0.1 -0.3 -1.17
H -2.1541 0.1225 2.3077 -0.2 0.1 0.2 1.14
H 0.7665 1.2607 0.4093 0.0 -0.1 -0.1 0.52
H 2.7365 2.4531 1.3284 0.0 0.0 -0.2 0.49
H 2.7074 3.2609 3.6619 0.1 0.0 0.0 0.42
H 0.7830 2.8269 5.0813 -0.2 -0.1 0.1 0.42
H -1.1792 1.6092 4.2076 -0.2 -0.1 0.0 0.77
H -5.6817 1.2491 2.1047 -0.2 0.1 0.0 0.32
H -6.0730 2.2379 3.3906 -0.1 -0.1 0.0 0.32
H -3.1027 3.6000 4.3877 -0.1 0.3 0.3 0.33
H -5.4401 3.8803 2.1825 0.2 0.0 0.1 0.05
H -5.8448 4.5294 0.6196 -0.1 0.1 -0.2 0.97
H -5.7049 6.8542 0.5708 0.0 0.2 -0.3 0.39
H -2.3984 5.1374 2.1243 0.1 0.1 0.1 0.40
H -3.8828 6.0700 -3.2727 -0.3 0.1 0.1 0.48
C -0.2264 -6.0282 -1.6934 0.0 0.0 0.0 -1.59
C 0.2342 -4.7913 -0.9368 0.1 -0.1 -0.1 0.19
N -0.4789 -4.5845 0.3097 -0.1 0.1 0.0 0.21
C -0.2548 -3.2724 0.8849 0.0 0.3 0.0 -0.39
C 1.1610 -2.9048 1.3431 0.0 0.1 0.1 -0.98
C -0.4549 -5.6985 1.2417 0.0 -0.3 0.0 -0.75
C 0.9110 -6.2157 1.7115 0.0 0.0 0.1 -0.95
H -1.3049 -6.0057 -1.8554 0.0 0.0 0.0 0.34
H 0.2626 -6.0670 -2.6676 0.0 0.0 0.0 0.47
H 0.0256 -6.9494 -1.1670 0.0 0.0 0.0 0.32
H 0.0541 -3.9199 -1.5739 0.0 0.1 0.1 0.26
H 1.3255 -4.8489 -0.7957 0.0 0.0 0.0 -0.03
H -0.9421 -3.1363 1.7254 0.0 -0.1 0.0 0.39
H -0.5642 -2.5326 0.1400 0.0 -0.1 -0.1 -0.28
H 1.4310 -3.4065 2.2712 0.0 0.0 0.0 0.32
H 1.2174 -1.8295 1.5343 0.0 0.0 0.0 0.48
H 1.9118 -3.1430 0.5881 0.0 0.0 0.0 0.08
H -0.9941 -6.5318 0.7841 0.0 0.0 -0.1 0.42
H -1.0566 -5.4299 2.1134 0.0 0.1 0.0 0.35
H 1.6155 -6.3261 0.8858 0.0 0.0 0.0 0.23
H 0.7910 -7.2011 2.1660 0.0 0.0 0.0 0.38
H 1.3612 -5.5695 2.4633 0.1 0.0 -0.1 0.28
C 7.8229 -0.1720 -1.9801 0.0 0.0 0.0 -1.43
C 6.9327 -1.3828 -1.7420 0.1 0.1 -0.1 -0.32
N 5.9560 -1.1754 -0.6902 -0.1 -0.1 0.1 0.20
C 5.3032 -2.3976 -0.2586 0.0 -0.2 0.1 -0.83
C 4.4260 -3.1465 -1.2699 -0.1 0.0 0.1 -0.77
C 5.0877 -0.0222 -0.8545 0.0 0.3 0.0 -0.74
C 4.2339 0.0674 -2.1265 -0.1 0.1 0.0 -0.89
H 8.3025 0.1457 -1.0535 0.0 0.0 0.0 0.33
H 8.6044 -0.4250 -2.6975 0.0 0.0 0.0 0.43
H 7.2675 0.6726 -2.3899 0.0 0.0 0.0 0.29
H 7.5722 -2.2181 -1.4444 -0.1 -0.1 0.1 0.45
H 6.4696 -1.6741 -2.6983 0.0 0.0 0.0 0.27
H 4.7079 -2.1752 0.6317 0.0 0.1 0.0 0.37
H 6.0839 -3.0840 0.0850 0.1 0.1 -0.1 0.40
H 3.4794 -2.6327 -1.4373 0.0 0.0 -0.1 0.00
H 4.1879 -4.1398 -0.8815 0.0 0.0 0.0 0.34
H 4.9229 -3.2833 -2.2306 0.0 0.0 0.0 0.43
H 5.7078 0.8764 -0.7990 0.1 0.0 0.0 0.31
H 4.4348 0.0418 0.0202 0.0 -0.1 0.0 0.38
H 4.8057 -0.1724 -3.0241 0.0 0.0 0.0 0.30
H 3.8615 1.0871 -2.2454 0.0 0.0 0.0 0.39
H 3.3646 -0.5876 -2.0876 0.0 -0.1 -0.1 0.10